One molecule with the formula C5H7NO, computed with wB97M-V/def2-TZVPD.

Element x y z (Å)
C -1.60728 -0.02853 0.51388
C -0.92270 0.01348 -0.65415
C 0.54299 1.35022 0.20563
O 1.31378 0.54986 0.93906
C 1.69881 -0.68351 0.49955
N 1.09996 -1.42978 -0.39674
C -0.03191 -1.12735 -0.98125
H -1.12893 -0.39997 1.41857
H -2.59138 0.42359 0.59438
H -1.44613 0.43537 -1.51522
H 0.08618 2.11543 0.82952
H 0.86659 1.65041 -0.78760
H 2.59376 -1.02099 1.00380
H -0.47374 -1.84825 -1.66943

The value obtained for the total energy is -8830.7108 eV. Its HOMO energy (spin up / spin down) is -6.7 / -7.3 eV. As for the charge: 0. The maximum force comes out at 1.648 eV/A. The energy above the lowest of the compared OMol25 structures with the same formula, charge and spin comes out at 529.90 kJ/mol. Its HOMO-LUMO gap (spin up / spin down) is 0.2406 / 0.2824 Ha.